# 1
Computed, not measured: 7 unconnected molecules or ions with the total composition C58H85BrN4O20, with ωB97M-V with the def2-TZVPD basis set.

E_HOMO in eV: -9.27
HOMO-LUMO gap in eV: 8.5
Electronic energy in eV: -178480.8618

XYZ file:
```
168
Properties=species:S:1:pos:R:3:forces:R:3
C -4.843511 -3.788593 1.174991 0.160 -0.183 -0.427
C -4.332642 -5.019509 0.391418 -0.063 0.219 0.123
C -4.162844 -4.770123 -1.111237 0.075 -0.134 0.267
C -2.800242 -4.157787 -1.444222 -0.626 0.254 -0.195
C -2.532927 -4.085899 -2.948660 0.227 -0.472 0.128
C -1.049934 -3.956584 -3.294497 -0.073 0.343 0.000
C -0.451305 -2.570827 -2.983882 -0.210 -0.238 0.241
C 0.472878 -2.525396 -1.761715 0.211 0.200 -0.156
C 1.556614 -1.436655 -1.870272 -0.155 -0.100 0.418
C 1.666686 -0.598360 -0.597738 -0.253 0.300 -0.168
C 2.906822 0.331383 -0.572352 -0.391 0.083 -0.150
C 2.475536 1.781300 -0.577642 0.179 0.020 0.038
C 2.086336 2.266856 -1.825043 0.021 0.216 -0.002
C 1.569775 3.534545 -1.953452 0.022 -0.015 0.049
C 1.475195 4.373519 -0.836046 0.014 -0.052 -0.133
C 1.899759 3.935605 0.420533 -0.070 0.077 -0.041
C 1.818553 4.894817 1.579640 0.351 0.417 0.028
C 3.062168 5.812811 1.697441 0.166 -0.445 -0.163
C 3.370555 6.239117 3.139783 0.143 0.429 -0.313
C 3.330354 7.758094 3.322355 0.079 0.042 -0.031
N 2.127081 8.370535 2.751876 -0.006 -0.111 -0.046
C 1.021770 8.562704 3.634703 0.002 -0.141 -0.131
N 0.971566 9.312645 4.652791 -0.068 0.012 0.129
N -0.077580 7.777377 3.276076 -0.137 0.638 -0.186
C 2.367938 2.605466 0.554171 0.105 -0.034 -0.114
C 2.660558 1.993029 1.908678 -0.746 -0.004 -0.087
Br 4.209908 2.793321 2.792911 0.222 -0.056 0.021
C 1.419778 1.947408 2.828000 -0.140 -0.130 0.287
C 0.844920 0.534021 2.961642 -0.165 -0.227 0.078
C 0.855277 5.713736 -1.087956 -0.001 0.044 -0.089
O 1.213841 6.751670 -0.578645 -0.204 0.003 0.188
C -0.273757 5.690114 -2.072758 -0.057 -0.153 -0.020
C -1.405819 6.481405 -1.922844 0.126 -0.033 -0.068
C -2.430626 6.380435 -2.849290 -0.033 0.022 0.069
C -2.350204 5.509978 -3.936081 0.061 0.140 -0.107
C -3.495838 5.362102 -4.912906 0.086 -0.501 0.251
N -4.540879 4.437683 -4.465420 -0.056 0.216 -0.273
C -1.197639 4.749511 -4.100539 0.102 0.190 0.115
C -0.173854 4.836889 -3.168011 -0.055 -0.044 0.035
C 1.061687 4.011135 -3.273399 0.090 0.066 -0.066
O 1.597779 3.753993 -4.328557 -0.229 -0.284 0.061
H -5.727580 -4.046494 1.754670 0.042 0.079 0.159
H -5.138627 -3.005815 0.473157 -0.026 0.074 0.051
H -4.082191 -3.385640 1.836899 -0.072 0.068 0.104
H -3.368375 -5.344284 0.791251 -0.042 -0.082 0.099
H -5.030003 -5.837285 0.558463 0.057 -0.099 -0.118
H -4.268592 -5.716474 -1.648649 0.001 0.009 -0.043
H -4.974846 -4.117738 -1.440898 -0.009 -0.062 -0.183
H -2.785911 -3.146498 -1.022005 0.321 -0.045 0.157
H -2.035353 -4.764710 -0.953803 0.153 0.090 -0.009
H -2.891921 -5.021685 -3.389744 -0.103 0.059 -0.064
H -3.107747 -3.272543 -3.397841 -0.031 0.006 -0.062
H -0.515616 -4.719559 -2.722463 0.112 -0.067 -0.103
H -0.892805 -4.166066 -4.353041 -0.059 -0.095 -0.008
H -1.286628 -1.886447 -2.800398 0.069 0.175 -0.140
H 0.074634 -2.194555 -3.861239 0.068 -0.054 -0.001
H 0.969895 -3.485097 -1.619871 -0.065 -0.061 0.009
H -0.118719 -2.342774 -0.861129 -0.052 -0.098 0.037
H 1.310204 -0.782282 -2.711046 0.177 0.084 -0.038
H 2.529944 -1.892702 -2.051992 -0.008 -0.011 -0.240
H 0.775185 0.037081 -0.564425 -0.062 -0.078 0.174
H 1.613795 -1.239274 0.281724 0.234 -0.114 -0.019
H 3.567951 0.088180 0.251360 0.131 -0.046 -0.007
H 3.457396 0.172799 -1.501167 0.182 -0.071 0.092
H 2.147958 1.628558 -2.697281 0.069 0.010 -0.038
H 1.702350 4.371370 2.521809 -0.073 -0.104 0.007
H 0.964113 5.557626 1.438766 -0.147 -0.160 0.209
H 3.915587 5.270797 1.285010 0.039 0.005 0.084
H 2.918541 6.677388 1.054460 -0.095 0.027 0.065
H 4.391623 5.933525 3.376371 -0.102 -0.155 0.285
H 2.692514 5.761822 3.848670 0.002 -0.050 0.026
H 3.445421 8.012023 4.381865 -0.031 -0.008 0.031
H 4.194464 8.194294 2.817678 -0.052 -0.011 -0.105
H 2.333880 9.215807 2.242571 0.001 0.103 0.112
H 1.862758 9.776778 4.799423 0.040 -0.025 0.021
H -0.161606 7.753177 2.266606 0.126 -0.311 0.007
H -0.920478 8.171297 3.678705 0.012 -0.179 0.156
H 2.955523 0.963490 1.765722 0.238 0.062 0.021
H 1.657423 2.312338 3.827379 0.105 0.100 -0.059
H 0.635858 2.600141 2.450141 0.053 0.048 -0.148
H 1.074123 -0.100946 2.105262 0.020 0.078 -0.077
H -0.237896 0.561790 3.051717 -0.084 0.043 0.025
H 1.205994 0.020535 3.854798 0.192 0.037 -0.049
H -1.483283 7.156453 -1.080956 0.047 0.046 -0.015
H -3.313196 6.996161 -2.719972 -0.052 -0.024 -0.044
H -3.086912 4.952318 -5.837680 -0.066 0.212 -0.145
H -3.955750 6.326687 -5.117680 0.015 0.038 -0.095
H -5.107342 4.841553 -3.733226 0.060 -0.070 0.141
H -4.134936 3.572728 -4.136403 -0.051 -0.031 0.117
H -1.079654 4.084463 -4.947293 -0.025 0.002 -0.051
C -9.424384 -7.518239 3.154514 0.104 0.187 0.050
C -9.061552 -7.572559 1.693444 -0.017 -0.030 0.163
C -7.847661 -8.408416 1.345750 0.023 -0.067 -0.037
O -7.366838 -7.761573 0.161091 -0.002 -0.053 0.039
C -7.750320 -6.462862 0.215413 0.077 0.006 0.128
O -7.343338 -5.609099 -0.499093 -0.117 0.079 -0.137
O -8.643880 -6.279333 1.217435 -0.062 -0.028 -0.081
H -9.830196 -8.476664 3.477996 0.001 -0.015 -0.012
H -8.549641 -7.281266 3.761130 0.016 -0.021 -0.018
H -10.171340 -6.745590 3.331700 -0.060 -0.053 -0.033
H -9.922917 -7.880122 1.093109 0.006 0.005 -0.023
H -8.073215 -9.450806 1.136686 0.016 0.026 -0.126
H -7.072718 -8.344660 2.113243 -0.039 0.003 0.052
C -0.296142 1.119822 -6.384753 -0.162 -0.106 0.116
C 0.326070 -0.096341 -7.020872 -0.080 0.146 0.026
C -0.206920 -0.481961 -8.385129 0.045 -0.006 -0.068
O 0.010991 -1.899353 -8.405398 -0.057 0.049 -0.024
C -0.007370 -2.338250 -7.123840 0.014 0.089 0.093
O -0.038664 -3.476655 -6.791649 0.014 -0.059 -0.044
O 0.018939 -1.286122 -6.269434 0.073 -0.014 -0.032
H 0.024964 2.022738 -6.903988 0.034 0.006 0.009
H -1.385215 1.058475 -6.417287 0.000 -0.023 -0.032
H 0.004167 1.195397 -5.339793 0.089 0.047 -0.037
H 1.415077 0.001948 -7.049331 0.009 -0.020 -0.004
H 0.316414 -0.012465 -9.213675 0.058 -0.114 -0.023
H -1.279825 -0.295334 -8.473066 -0.003 0.056 0.035
C -1.891039 4.962497 3.950287 0.169 -0.180 0.040
C -2.794294 3.758951 3.861224 0.122 0.228 0.064
C -3.644094 3.476916 5.082089 -0.097 -0.010 -0.012
O -3.811869 2.052618 5.011148 0.015 0.064 0.056
C -2.748471 1.546860 4.351113 0.016 0.052 -0.026
O -2.481659 0.390836 4.275210 0.023 -0.102 0.019
O -2.024080 2.540804 3.787740 -0.039 -0.042 -0.078
H -2.478584 5.879040 3.907664 -0.027 -0.001 0.001
H -1.319548 4.955733 4.879067 -0.016 0.010 0.008
H -1.177765 4.971185 3.126602 -0.055 0.043 -0.038
H -3.413176 3.808512 2.960897 -0.025 -0.050 0.004
H -4.613566 3.967135 5.071059 -0.057 -0.120 -0.030
H -3.119643 3.716751 6.009666 0.032 0.054 -0.021
C 7.039198 -4.948959 -2.567535 0.011 0.230 0.058
C 5.693033 -5.194094 -1.938298 0.130 -0.005 -0.123
C 4.504157 -5.148951 -2.875522 -0.051 -0.054 -0.014
O 3.448360 -4.726820 -2.000020 0.012 -0.010 -0.091
C 4.003226 -4.013759 -0.997073 -0.025 -0.016 -0.024
O 3.387275 -3.364385 -0.213897 0.111 0.030 0.153
O 5.349939 -4.133799 -1.019566 -0.024 -0.043 0.054
H 7.328337 -5.801749 -3.180912 -0.012 -0.016 -0.004
H 7.018142 -4.055389 -3.192925 -0.027 -0.016 -0.015
H 7.797023 -4.799814 -1.799407 -0.001 -0.088 0.012
H 5.697471 -6.127842 -1.369624 -0.025 0.007 0.024
H 4.255301 -6.105850 -3.325385 -0.104 -0.010 0.085
H 4.625315 -4.395070 -3.656777 0.059 -0.010 -0.013
C 6.154160 -1.538785 1.167623 0.159 -0.130 -0.096
C 7.221945 -0.534206 1.506381 -0.132 -0.079 -0.059
C 7.453620 0.569834 0.494565 -0.006 0.086 0.069
O 8.837177 0.883266 0.708746 -0.058 0.053 -0.085
C 9.446116 -0.227994 1.187182 -0.043 -0.039 0.012
O 10.620319 -0.364953 1.291316 0.063 0.000 0.000
O 8.523180 -1.157986 1.524968 0.001 0.040 0.068
H 5.167503 -1.089167 1.258124 -0.048 0.013 0.011
H 6.275877 -1.915482 0.152726 -0.015 0.016 -0.034
H 6.204768 -2.392508 1.841839 -0.040 0.040 0.059
H 7.047341 -0.108815 2.499021 0.039 0.033 -0.001
H 6.840059 1.452732 0.657439 0.096 0.052 0.059
H 7.336431 0.223434 -0.535489 -0.076 -0.076 0.027
C 0.462855 -3.666661 5.201710 -0.028 -0.180 0.125
C -0.690584 -3.880354 4.256804 0.102 0.044 0.149
C -1.946581 -3.093319 4.561466 0.017 0.132 -0.166
O -2.964002 -3.941886 4.010450 -0.039 0.041 0.140
C -2.509760 -5.214700 4.043337 0.091 0.035 -0.014
O -3.172080 -6.178206 3.834868 -0.044 -0.054 0.012
O -1.188313 -5.232162 4.345173 0.003 0.015 -0.085
H 0.888755 -2.674318 5.053534 -0.011 0.015 -0.012
H 0.136792 -3.760333 6.238431 -0.024 0.022 -0.008
H 1.240321 -4.409803 5.028590 0.024 0.047 -0.072
H -0.374599 -3.713316 3.222872 -0.033 -0.019 -0.021
H -1.978712 -2.112424 4.094180 -0.125 -0.039 -0.057
H -2.120960 -2.989736 5.634996 0.057 -0.020 0.022
```
Positions in Å, forces in eV/Å.

These are the Mulliken partial charges, in e, on atoms 1 to 6: C -1.2125; C -0.2183; C -0.8582; C -0.1004; C -0.9275; C -1.0148

***

# 2
Computed, not measured: C5H11NO in the gas phase, with ωB97M-V with the def2-TZVPD basis set.

E_HOMO in eV: -9.71
HOMO-LUMO gap in eV: 10.6
Electronic energy in eV: -8900.1816
ΔE to the lowest compared entry with this formula, charge and spin in kJ/mol: 146.2

XYZ file:
```
18
Properties=species:S:1:pos:R:3:forces:R:3
C -1.993259 0.242050 -1.056721 -0.019 -0.001 -0.025
C -0.863120 -0.493682 -0.337460 -0.197 -0.347 0.253
C 0.493293 0.198925 -0.069705 0.539 -0.231 -0.340
C 0.335997 1.640474 0.491871 0.186 -0.121 -0.191
N 1.001988 -0.691004 0.968425 0.189 -0.309 0.188
C 2.089813 -1.394142 0.546577 0.388 -0.321 -0.049
O 2.700859 -1.156750 -0.489827 0.120 -0.345 0.777
H -1.926024 1.331820 -0.964887 0.042 -0.206 0.070
H -2.013064 -0.001524 -2.123543 0.057 0.099 0.137
H -2.954338 -0.065504 -0.633373 0.075 0.082 -0.145
H -1.186351 -0.850897 0.695032 -0.347 0.784 -1.167
H -0.648806 -1.443599 -0.837407 -0.035 0.075 -0.151
H 1.410260 -0.029493 -0.839263 -2.821 1.576 0.892
H 0.398985 2.412230 -0.282326 -0.010 -0.208 0.000
H -0.618942 1.808437 1.023746 0.273 -0.366 -0.252
H 1.125244 1.841607 1.223874 0.001 -0.062 -0.236
H 0.224714 -1.159263 1.474465 1.620 0.168 -0.007
H 2.422749 -2.189691 1.210529 -0.061 -0.264 0.244
```
Positions in Å, forces in eV/Å.

These are the Mulliken partial charges, in e, on atoms 1 to 6: C -1.1527; C -0.6946; C 0.6777; C -1.5612; N -0.3599; C 0.0200

***

# 3
Computed, not measured: C4H10N2O in the gas phase, with ωB97M-V with the def2-TZVPD basis set.

E_HOMO in eV: -9.17
HOMO-LUMO gap in eV: 10.2
Electronic energy in eV: -9337.1919
ΔE to the lowest compared entry with this formula, charge and spin in kJ/mol: 173.2

XYZ file:
```
17
Properties=species:S:1:pos:R:3:forces:R:3
O -1.121237 0.409905 3.022789 0.029 -0.239 -0.099
C -0.179677 0.527951 2.280532 -0.100 1.098 0.286
C -0.333421 0.545627 0.763897 -0.574 -1.534 -0.313
C 0.593553 -0.537115 0.179034 0.173 0.168 -0.930
C 0.414772 -0.703009 -1.351533 0.157 -0.060 0.353
N 1.276666 0.248476 -2.061878 -0.054 -0.110 0.011
N -1.711297 0.278505 0.387175 0.144 0.530 -0.636
H 0.811579 0.697920 2.741561 0.238 -0.180 -0.374
H -0.053121 1.466765 0.251134 0.281 0.406 0.652
H 1.618004 -0.180960 0.260526 0.183 -0.180 0.409
H 0.507514 -1.510284 0.667516 -0.232 0.126 0.239
H 0.682133 -1.717398 -1.650158 0.244 0.028 0.116
H -0.634879 -0.605737 -1.604110 -0.240 0.168 -0.117
H 1.677658 -0.168207 -2.890674 -0.094 0.131 -0.027
H 0.781947 1.088053 -2.327787 -0.028 -0.037 -0.093
H -2.358602 0.851985 0.905118 -0.098 -0.200 0.173
H -1.971593 -0.692475 0.426859 -0.030 -0.115 0.351
```
Positions in Å, forces in eV/Å.

These are the Mulliken partial charges, in e, on atoms 1 to 6: O -0.4671; C -0.1350; C 0.2380; C -1.0549; C -0.4173; N -0.6110

***

# 4
Computed, not measured: 7 unconnected molecules or ions with the total composition C4H19NO9, with ωB97M-V with the def2-TZVPD basis set.

E_HOMO in eV: -9.00
HOMO-LUMO gap in eV: 9.2
Electronic energy in eV: -24373.6063
ΔE to the lowest compared entry with this formula, charge and spin in kJ/mol: 122.8

XYZ file:
```
33
Properties=species:S:1:pos:R:3:forces:R:3
O -0.029528 2.985312 -1.350823 -0.232 -0.039 -0.019
C -0.501861 2.075502 -0.721660 1.152 -0.040 -0.263
C 0.447344 1.121982 0.100183 -2.932 0.879 -0.608
C -0.091569 -0.310079 -0.014986 -1.063 0.500 -1.307
C 0.467848 -1.136049 1.076628 1.267 -2.224 0.095
O 1.732197 -1.562415 0.686006 -0.175 0.607 0.168
O 0.072343 -1.561447 2.134706 -0.750 0.929 -0.374
N 0.224888 1.635771 1.446850 2.253 -0.356 -0.587
H -1.593785 1.954696 -0.593650 0.112 -0.197 0.176
H 1.434074 1.336004 -0.284166 0.443 -0.233 0.321
H 0.005681 -0.804650 -0.993587 1.211 0.155 0.228
H -1.176193 -0.198220 -0.198219 -0.083 -0.261 1.608
H 2.197595 -1.999008 1.425099 -0.434 0.178 -0.031
H 0.962059 2.257907 1.744408 -0.789 0.047 0.481
H -0.605594 1.460736 1.966960 -0.239 0.112 0.115
H -1.943069 0.608430 -3.431012 -0.173 0.020 0.148
H -0.496353 0.261991 -3.035368 -1.002 -0.266 0.161
O -1.449934 0.170066 -2.731148 0.467 0.192 -0.140
H -4.554287 0.023344 0.118462 0.092 0.333 -0.015
H -3.381440 -0.202556 1.041889 -0.351 0.503 -0.248
O -3.876225 0.526149 0.590986 0.219 -0.772 0.140
H -3.069892 -1.033748 2.900927 0.494 -0.235 -0.152
H -1.768804 -1.449445 2.062914 -0.577 -0.025 0.655
O -2.749043 -1.508519 2.119696 0.103 0.157 -0.192
H 1.557032 -0.034482 -2.753973 0.291 -0.280 -0.166
H 1.154155 -0.629548 -4.105688 0.016 -0.102 0.051
O 0.977562 0.109526 -3.517811 0.438 0.401 -0.208
H 1.976773 -0.366139 3.618795 0.087 0.429 -0.983
H 2.628438 0.181897 2.234355 -0.953 0.368 -0.497
O 2.772720 -0.160999 3.101528 0.908 -0.779 1.527
H 3.608172 -1.189156 -1.861243 0.912 0.097 -0.079
H 2.402293 -1.288640 -0.911700 0.237 -0.185 -0.823
O 2.666398 -1.274214 -1.865360 -0.949 0.087 0.820
```
Positions in Å, forces in eV/Å.

These are the Mulliken partial charges, in e, on atoms 1 to 6: O -0.5125; C -0.2038; C 0.4913; C -0.7343; C 0.2254; O -0.5025

***

What is the HOMO-LUMO gap in the first record? 8.5 eV

***

electronic energy of number 1 (C58H85BrN4O20)? -178480.8618 eV